Entry 1:
Here is a 3-piece molecular cluster, C3H5Cl7 overall from the Open Molecules 2025 dataset. Energies are from ωB97M-V with the def2-TZVPD basis set.

Each line ends with the natural charge from an NBO analysis.
Atoms and positions in Å:
Cl  3.1134  -2.4708  -1.8398  0.04
C  1.5707  -2.5717  -1.0305  -0.28
Cl  1.0567  -4.2564  -0.8650  0.02
Cl  0.3462  -1.6034  -1.8815  -0.01
H  1.6206  -2.1469  -0.0371  0.23
Cl  0.0412  -0.5536  1.6699  -0.05
C  -0.5609  0.5565  2.9222  -0.40
Cl  -0.3868  -0.0983  4.5290  0.00
H  0.0390  1.4582  2.8514  0.22
H  -1.5867  0.7980  2.6691  0.23
Cl  -2.6733  2.3094  -1.3796  -0.02
C  -1.0060  2.1495  -1.9192  -0.41
Cl  0.1134  2.4265  -0.6114  -0.01
H  -0.8239  1.1609  -2.3322  0.22
H  -0.8638  2.8421  -2.7454  0.22

Summary:
- F_max: 0.9 eV/A
- HOMO: -10.97 eV
- Calculated total energy: -90848.8955 eV
- Lowest unoccupied orbital energy: 0.54 eV
- Energy above the lowest of the compared OMol25 structures with the same formula, charge and spin: 1.2 kcal/mol
- Total charge: 0
- SMILES: ClC(Cl)Cl.ClCCl.ClCCl
- Multiplicity: 1
- M: 289.24 g/mol

***

Entry 2:
Here is C3H5ClFN in the gas phase in a non-equilibrium geometry from the Open Molecules 2025 dataset. Energies are from ωB97M-V with the def2-TZVPD basis set.

Each line ends with the natural charge from an NBO analysis.
Atoms and positions in Å:
F  1.6683  1.5673  0.0888  -0.34
C  1.2570  0.3639  -0.3323  0.20
Cl  2.5920  -0.7416  -0.0119  -0.05
C  0.0339  -0.0893  0.4162  -0.15
C  -1.2940  0.3015  -0.0722  -0.25
N  -0.7893  -1.0222  -0.3086  -0.58
H  1.0472  0.5403  -1.3801  0.19
H  0.1205  -0.3096  1.5014  0.22
H  -2.0535  0.2976  0.7144  0.20
H  -1.3996  0.8565  -0.9774  0.21
H  -1.1824  -1.7643  0.3616  0.36

Summary:
- F_max: 2.9 eV/A
- HOMO: -10.09 eV
- Calculated total energy: -19920.7396 eV
- Lowest unoccupied orbital energy: 0.94 eV
- Energy above the lowest of the compared OMol25 structures with the same formula, charge and spin: 9.0 kcal/mol
- Total charge: 0
- SMILES: F[C@@H](Cl)[C@H]1CN1
- Multiplicity: 1
- M: 109.53 g/mol

***

Entry 3:
Here is C3H5ClFNO2 in the gas phase in a non-equilibrium geometry from the Open Molecules 2025 dataset. Energies are from ωB97M-V with the def2-TZVPD basis set.

Each line ends with the natural charge from an NBO analysis.
Atoms and positions in Å:
O  1.2385  -0.1670  -1.7484  -0.55
N  0.1950  -0.9372  -2.1262  -0.21
C  -0.9462  -0.6902  -1.5038  0.32
O  -1.1089  0.0641  -0.2828  -0.56
C  -0.2325  0.7799  0.5629  -0.11
C  0.0148  0.0420  1.8597  0.25
F  0.4175  -1.1163  1.3234  -0.33
Cl  1.2588  0.9917  2.9410  -0.12
H  1.9071  -0.5736  -2.4095  0.49
H  -1.9566  -0.8692  -2.0284  0.22
H  -0.6489  1.5834  0.9804  0.18
H  0.8023  0.8711  0.0568  0.22
H  -0.9410  0.0210  2.3750  0.18

Summary:
- F_max: 5.4 eV/A
- HOMO: -9.30 eV
- Calculated total energy: -24012.7799 eV
- Lowest unoccupied orbital energy: 0.71 eV
- Energy above the lowest of the compared OMol25 structures with the same formula, charge and spin: 110.2 kcal/mol
- Total charge: 0
- SMILES: O/N=C\OC[C@@H](F)Cl
- Multiplicity: 1
- M: 141.53 g/mol

***

Entry 4:
Here is a 2-piece molecular cluster, C3H5ClFNO3 overall in a non-equilibrium geometry from the Open Molecules 2025 dataset. Energies are from ωB97M-V with the def2-TZVPD basis set.

Each line ends with the natural charge from an NBO analysis.
Atoms and positions in Å:
C  0.6556  0.2260  -1.5496  -0.59
C  0.5097  -0.4055  -0.1022  -0.10
C  -0.6260  -0.0103  0.6418  0.40
N  -0.4064  0.5221  2.0583  0.49
O  0.7096  0.8763  2.2327  -0.31
O  -1.3533  0.6004  2.8072  -0.32
O  0.4550  -1.8342  -0.2583  -0.66
F  -1.2841  1.8594  -0.1255  -0.55
Cl  -2.1280  -0.7240  0.5562  0.22
H  1.3327  -0.3942  -2.1143  0.23
H  1.3033  1.2059  -1.5328  0.24
H  -0.2012  0.2629  -2.2213  0.23
H  1.4048  -0.1332  0.2637  0.26
H  -0.3717  -2.0516  -0.6558  0.47

Summary:
- F_max: 6.1 eV/A
- HOMO (spin up / spin down): -11.59 / -11.59 eV
- Calculated total energy: -26057.6998 eV
- Lowest unoccupied orbital energy (spin up / spin down): -2.62 / -2.62 eV
- Energy above the lowest of the compared OMol25 structures with the same formula, charge and spin: 74.7 kcal/mol
- Total charge: 0
- Multiplicity: 1
- M: 157.53 g/mol

***

Question: What is the multiplicity in the third record?
Answer: 1